60
Properties=species:S:1:pos:R:3:forces:R:3 method="wB97M-V/def2-TZVPD" e_tot_ha=-6554.89942 homo_lumo_gap_ev=8.4 smiles=Cc1cccc(Cc2ccc(CCO[Si](C)(C)C)c3nc([C@@H](Br)[C@@H](C)Br)cnc23)c1
C 6.56876 -0.70561 0.87110 -0.102 0.041 -0.178
C 5.35527 -1.59673 0.86390 0.150 0.046 0.030
C 5.00238 -2.33172 1.98900 0.128 0.074 0.077
C 3.87821 -3.13469 1.97419 0.017 -0.078 0.214
C 3.09317 -3.21547 0.83780 -0.165 -0.058 0.043
C 3.42469 -2.48819 -0.29540 -0.182 -0.063 0.026
C 2.56568 -2.60103 -1.53533 0.152 -0.135 -0.039
C 1.29498 -1.79257 -1.51396 0.178 -0.151 0.025
C 0.08280 -2.41380 -1.55277 -0.357 -0.211 0.077
C -1.12917 -1.69683 -1.51439 -0.011 0.042 -0.025
C -1.15631 -0.33266 -1.43398 -0.135 0.102 0.047
C -2.46086 0.41796 -1.40042 -0.089 -0.031 -0.123
C -3.31418 0.10315 -0.16967 -0.109 0.122 -0.232
O -4.68653 0.05591 -0.55244 0.151 -0.118 0.137
Si -5.84434 -0.14652 0.61797 -0.505 0.077 0.334
C -7.39024 -0.86427 -0.15861 0.170 0.037 0.010
C -6.28972 1.48794 1.42820 0.071 -0.332 -0.116
C -5.25133 -1.32013 1.95637 0.238 -0.016 -0.458
C 0.08709 0.34529 -1.39629 0.216 -0.039 0.038
N 0.09631 1.70047 -1.30680 -0.038 0.047 0.148
C 1.24250 2.30540 -1.29336 0.348 -0.080 -0.079
C 1.32071 3.81226 -1.12197 0.029 -0.243 0.154
Br -0.22398 4.65125 -1.91868 -0.051 0.011 -0.088
C 1.50800 4.11192 0.37906 0.224 -0.146 -0.102
C 2.94151 3.81545 0.83314 -0.172 -0.346 -0.019
Br 1.09448 5.95087 0.85484 -0.032 0.081 0.000
C 2.46014 1.56912 -1.40182 -0.084 0.212 -0.077
N 2.49256 0.27497 -1.48068 0.002 -0.047 -0.028
C 1.30219 -0.38205 -1.45371 -0.061 0.309 -0.036
C 4.55725 -1.69113 -0.26487 0.092 0.118 -0.202
H 7.44008 -1.21824 1.27602 0.016 0.024 0.084
H 6.80973 -0.37953 -0.14100 0.025 -0.017 0.007
H 6.38250 0.19259 1.46221 0.070 -0.014 0.091
H 5.61777 -2.27786 2.87961 0.003 0.002 0.009
H 3.62541 -3.70478 2.85891 -0.064 -0.037 -0.021
H 2.21627 -3.85214 0.83591 -0.032 -0.015 -0.035
H 2.26849 -3.64678 -1.63066 0.039 -0.021 -0.124
H 3.16773 -2.35704 -2.41253 -0.040 0.109 -0.010
H 0.04605 -3.49546 -1.60996 -0.003 -0.002 -0.004
H -2.07252 -2.22908 -1.55354 0.031 -0.097 -0.010
H -2.28457 1.48728 -1.47468 0.036 0.026 -0.019
H -3.04634 0.12996 -2.27618 -0.037 -0.055 0.037
H -3.16668 0.87603 0.59232 0.070 -0.034 0.074
H -3.01558 -0.85698 0.25727 -0.012 -0.044 0.035
H -7.19412 -1.35282 -1.11272 0.017 0.011 -0.033
H -8.14509 -0.09179 -0.30706 -0.026 -0.026 -0.081
H -7.80444 -1.61326 0.51905 -0.069 -0.006 -0.013
H -7.03422 2.01365 0.83048 0.058 0.130 0.003
H -6.72994 1.26539 2.40278 -0.025 0.122 0.040
H -5.42263 2.13072 1.57697 -0.002 0.070 0.038
H -6.04632 -1.50996 2.67611 -0.010 0.065 0.085
H -4.97656 -2.27768 1.50498 0.018 -0.036 0.071
H -4.37288 -0.93050 2.47181 -0.028 -0.027 0.145
H 2.18838 4.17236 -1.67092 -0.056 0.188 -0.024
H 0.82127 3.47232 0.92922 -0.211 0.284 0.106
H 3.66692 4.04821 0.05370 0.018 0.175 0.052
H 3.17782 4.38151 1.72763 0.053 0.021 0.030
H 3.04163 2.75635 1.07972 0.032 -0.019 -0.076
H 3.40725 2.09845 -1.43715 0.028 -0.011 -0.018
H 4.81256 -1.11950 -1.14871 0.025 0.007 -0.002



65
Properties=species:S:1:pos:R:3:forces:R:3 method="wB97M-V/def2-TZVPD" e_tot_ha=-5284.35214 homo_lumo_gap_ev="4.3 / 4.6" de_lowest_kj_mol=84.7 total_charge=+3
Os -0.00210 0.15724 0.28452 0.101 -0.524 0.901
Br 7.22281 -1.16490 -0.87209 0.336 -0.061 -0.066
C 5.39918 -0.92884 -0.91971 -0.468 0.269 0.626
C 4.68221 -1.20218 -2.11960 -0.160 0.025 0.046
C 3.33374 -1.04436 -2.16052 -0.143 0.054 0.096
C 2.60415 -0.60403 -1.01306 0.323 -0.179 -0.081
O 1.32920 -0.52622 -1.10866 -0.301 0.442 0.141
C 3.34434 -0.28461 0.19528 -0.746 0.288 0.511
C 2.76784 0.25747 1.37653 0.816 -0.442 -0.654
N 1.51320 0.60313 1.55993 -1.231 0.257 -0.837
C 1.08140 1.21059 2.77905 0.052 -0.057 0.059
C 1.89119 1.57467 3.82808 -0.056 0.012 0.014
C 1.34497 2.20141 4.96449 -0.042 0.000 -0.041
C 0.00614 2.47351 5.03601 0.035 -0.019 -0.028
C -0.85484 2.10586 3.97371 0.028 -0.010 -0.038
C -2.24677 2.34839 3.98729 0.021 -0.024 -0.027
C -3.01603 1.92388 2.93821 0.046 -0.026 -0.034
C -2.40259 1.25240 1.87289 -0.142 -0.046 0.084
N -1.10047 1.02531 1.82022 -0.086 0.116 -0.088
C -0.31133 1.45215 2.85374 0.089 0.116 0.140
C 4.73126 -0.47687 0.20199 0.773 -0.311 -0.514
H 5.22550 -1.53791 -2.99256 0.007 -0.013 -0.016
H 2.76923 -1.24995 -3.05963 0.001 -0.008 -0.015
H 3.46976 0.41324 2.18982 -0.061 0.030 -0.010
H 2.95834 1.40657 3.81088 0.017 0.008 -0.005
H 2.00186 2.47780 5.77693 0.006 0.001 0.007
H -0.41154 2.96568 5.90457 0.003 0.017 0.006
H -2.69053 2.86261 4.83016 -0.013 0.012 0.016
H -4.08213 2.09331 2.91196 -0.028 -0.025 0.005
H -2.99292 0.88576 1.04230 -0.017 0.062 0.002
H 5.30290 -0.25989 1.09356 -0.023 0.031 0.060
C -3.05593 -2.27318 -4.15999 -0.032 -0.099 -0.121
N -2.43024 -1.28058 -3.27488 0.043 -0.010 0.153
C -2.95009 0.07328 -3.46790 -0.054 0.106 0.028
C -1.67404 -1.63108 -2.24021 0.018 -0.056 -0.193
S -1.89466 -0.65623 -0.76759 0.122 0.007 0.384
N -0.89254 -2.69497 -2.29107 0.050 0.030 0.119
C -0.39269 -3.24503 -3.55409 0.055 -0.045 -0.101
C -0.39264 -3.37991 -1.10493 -0.101 -0.051 0.086
H -4.11109 -2.01225 -4.23981 0.022 -0.016 0.002
H -2.98082 -3.26694 -3.72954 -0.011 0.020 -0.019
H -2.61865 -2.25693 -5.15755 0.004 -0.019 0.017
H -2.95306 0.27618 -4.53832 0.008 0.029 0.030
H -2.31961 0.80399 -2.96885 -0.011 -0.003 -0.034
H -3.97168 0.15117 -3.09357 0.009 0.008 -0.001
H -0.44264 -2.49467 -4.33829 -0.009 -0.018 0.017
H -0.94466 -4.13481 -3.85447 0.020 0.011 -0.009
H 0.64753 -3.52784 -3.39559 -0.007 0.015 -0.004
H -0.93631 -3.05376 -0.22338 0.037 -0.076 -0.142
H 0.67541 -3.19155 -0.98208 -0.018 0.018 0.015
H -0.54378 -4.45167 -1.23160 -0.001 -0.001 -0.018
Cl -1.15219 -1.21511 4.48261 -0.010 -0.107 -0.026
C -1.13727 -2.40196 3.20901 -0.263 0.150 0.101
Cl 0.11878 -2.04430 1.94179 0.383 0.275 -0.517
H -2.09745 -2.43720 2.70500 0.042 -0.007 0.004
H -0.83400 -3.36888 3.59961 0.005 0.024 -0.061
C -0.66229 4.19900 -1.37958 0.009 -0.106 -0.004
C -0.30681 3.25492 -0.26098 -0.001 0.414 0.144
O -0.25161 1.87578 -0.80052 0.618 -0.339 0.065
H -0.64358 5.21775 -0.99428 -0.006 0.028 0.008
H -1.65727 3.99907 -1.77258 -0.025 -0.002 0.009
H 0.06187 4.14994 -2.19468 0.050 0.026 -0.004
H -1.06620 3.23235 0.51529 -0.001 -0.058 -0.061
H 0.66033 3.48630 0.18782 0.016 -0.115 -0.041
H 0.28188 1.88788 -1.61109 -0.092 -0.027 -0.085



65
Properties=species:S:1:pos:R:3:forces:R:3 method="wB97M-V/def2-TZVPD" e_tot_ha=-6207.29419 homo_lumo_gap_ev=7.3 total_charge=+3
Ga 0.84542 -0.47190 -0.15653 -1.101 -0.720 0.700
N -0.09118 -2.57780 2.12577 -0.066 -0.453 0.442
C 0.50102 -1.45380 2.65267 0.195 0.588 0.330
C 0.74502 -1.40930 4.03747 -0.054 0.046 -0.166
C 1.26192 -0.26680 4.60837 -0.132 -0.113 -0.354
C 1.52252 0.84150 3.79607 -0.028 0.031 -0.200
C 1.27592 0.73060 2.45087 0.186 0.311 0.252
N 0.79032 -0.39340 1.88067 0.006 -0.335 -0.497
C -0.39978 -2.98530 0.84817 -0.279 -0.312 -0.526
C -1.14008 -4.17180 0.69667 0.096 0.194 -0.078
C -1.45958 -4.62350 -0.56513 0.191 0.240 0.113
C -1.00658 -3.91390 -1.67963 0.138 0.184 0.070
C -0.30398 -2.75570 -1.46743 -0.216 -0.360 -0.436
N -0.02378 -2.28210 -0.23503 0.334 0.509 0.358
H -0.33328 -3.27310 2.82827 0.101 0.247 -0.210
H 0.51312 -2.26930 4.64867 -0.013 -0.084 0.019
H 1.45082 -0.22480 5.67127 0.006 -0.030 0.054
H 1.91412 1.75690 4.21247 0.000 0.065 -0.041
H 1.46302 1.55120 1.76037 0.026 -0.036 0.211
H -1.46108 -4.72140 1.57027 0.007 0.007 0.075
H -2.05258 -5.51590 -0.69403 -0.006 -0.122 0.048
H -1.20078 -4.26530 -2.67923 -0.032 0.048 -0.122
H 0.06672 -2.15610 -2.29233 -0.115 -0.042 -0.036
C 4.69672 -0.24870 1.62947 -0.340 0.294 0.265
N 4.85162 -0.99150 0.39707 0.175 -0.125 -0.178
C 3.84432 -1.31400 -0.39683 0.043 0.031 -0.239
N 4.09802 -1.86000 -1.58473 -0.017 -0.176 -0.261
O 2.63292 -1.11500 -0.00743 0.280 0.229 0.001
H 5.64752 -0.24150 2.15287 -0.018 0.001 0.008
H 3.93952 -0.71290 2.26237 0.109 -0.024 0.001
H 4.39672 0.78160 1.41407 0.102 -0.069 0.101
H 5.79682 -1.19380 0.09777 -0.174 -0.019 -0.045
H 5.03892 -2.05450 -1.89593 -0.064 0.050 0.069
H 3.35352 -2.16340 -2.19173 -0.029 0.051 0.147
Br 0.97492 -1.37420 -4.90233 -0.033 -0.180 -0.210
C 0.48762 0.40990 -5.25623 0.127 -0.208 0.364
C -0.00058 0.75770 -6.50903 0.105 -0.118 0.051
C -0.35858 2.06860 -6.77833 0.012 0.041 0.177
C -0.24578 3.04020 -5.79693 0.082 -0.121 0.050
C 0.25232 2.70750 -4.54153 0.118 0.161 0.466
C 0.61302 1.39910 -4.29223 -0.087 -0.260 0.274
I 1.63052 0.92790 -2.36573 0.130 0.460 -0.857
H -0.08458 -0.00160 -7.27353 -0.004 -0.045 0.008
H -0.72308 2.32750 -7.75933 -0.063 0.019 -0.099
H -0.53228 4.06270 -5.99783 0.036 0.024 0.018
H 0.37392 3.46890 -3.78673 -0.038 0.081 0.054
O -0.78778 0.56980 -0.23063 0.241 0.042 -0.234
C -1.81928 1.05800 0.35247 0.259 -0.111 -0.035
C -2.07418 2.52050 0.26077 0.079 0.289 0.081
C -2.03738 3.21720 1.63617 -0.229 0.121 -0.058
C -3.33188 3.08630 2.43007 0.283 -0.218 0.200
C -3.60708 1.65170 2.87227 -0.198 0.147 -0.182
C -3.85308 0.69360 1.70457 -0.436 0.428 0.496
N -2.63368 0.28110 1.01887 0.296 -0.530 -0.121
H -3.05578 2.68420 -0.19253 0.010 0.004 -0.081
H -1.31268 2.95370 -0.39013 -0.133 -0.170 -0.032
H -1.84258 4.27420 1.45707 0.098 -0.029 0.000
H -1.20728 2.81840 2.22677 0.098 0.093 0.011
H -4.17218 3.46190 1.84507 -0.049 0.045 -0.064
H -3.25718 3.71860 3.31457 -0.054 0.026 0.006
H -4.50758 1.64330 3.48637 0.016 -0.061 0.058
H -2.78178 1.29000 3.49127 -0.023 -0.107 0.040
H -4.52128 1.17240 0.98337 -0.040 -0.170 0.000
H -4.33408 -0.21220 2.07297 0.042 0.017 -0.179
H -2.42478 -0.71210 1.02467 0.042 0.225 -0.078



70
Properties=species:S:1:pos:R:3:forces:R:3 method="wB97M-V/def2-TZVPD" spin_multiplicity=4 e_tot_ha=-3687.82816 homo_lumo_gap_ev="7.0 / 6.6" de_lowest_kj_mol=0.0 total_charge=+2
Re 0.05939 0.65960 -0.03492 0.769 -0.403 0.436
N -8.03539 -1.39223 -6.12382 0.077 0.017 0.062
C -7.13595 -1.14898 -5.45216 0.026 0.016 0.035
C -6.00499 -0.84268 -4.61123 -0.049 -0.015 -0.096
C -6.05243 -1.12623 -3.24951 -0.032 -0.005 0.024
C -4.96618 -0.82480 -2.44852 0.091 -0.037 0.070
C -3.81483 -0.25763 -2.99819 -0.113 -0.063 -0.075
C -3.77521 0.01752 -4.36642 0.018 0.116 0.048
C -4.86702 -0.26325 -5.16796 0.000 -0.010 -0.023
C -2.65594 0.05433 -2.13070 0.119 0.021 0.048
C -1.41027 -0.50618 -2.46447 -0.011 -0.076 0.021
C -1.13981 -1.39043 -3.51919 -0.005 -0.072 -0.094
C 0.23690 -1.57886 -3.58127 -0.080 -0.020 -0.085
C 0.78430 -0.82550 -2.55861 -0.036 0.052 -0.021
N -0.18734 -0.19690 -1.84271 0.030 0.142 -0.003
C -2.86221 0.92756 -1.06101 0.056 0.044 -0.048
C -3.99779 1.72270 -0.81028 -0.126 0.028 0.016
C -3.71813 2.52585 0.28324 -0.067 0.003 -0.064
C -2.42186 2.21649 0.67530 -0.028 -0.035 -0.066
N -1.88554 1.25668 -0.11488 -0.058 -0.038 0.151
H -6.93819 -1.57855 -2.82482 0.015 -0.005 -0.010
H -4.99618 -1.06307 -1.39242 -0.017 0.042 -0.013
H -2.90463 0.49813 -4.79475 0.009 -0.051 -0.005
H -4.84466 -0.03610 -6.22523 0.005 0.010 0.022
H -1.87883 -1.83874 -4.16386 0.011 0.048 0.019
H 0.78232 -2.17161 -4.29790 -0.009 0.025 0.041
H 1.83015 -0.67724 -2.34242 0.001 0.012 0.072
H -4.90567 1.72485 -1.39206 0.035 -0.049 -0.005
H -4.36299 3.26609 0.72856 0.043 -0.022 -0.001
H -1.84048 2.66467 1.46442 0.004 -0.016 -0.021
N 0.47044 -1.59519 0.99464 -0.471 0.319 -0.139
C 1.76476 -2.10428 0.50384 0.104 -0.021 0.145
C 2.54818 -2.90858 1.54883 -0.044 -0.042 0.015
C 3.21643 -2.12486 2.69962 0.025 -0.022 -0.114
C 4.73746 -1.97422 2.54467 0.095 0.025 0.090
N 5.18586 -0.89999 1.66411 -0.041 -0.161 0.066
C 5.26947 0.38321 1.95873 0.017 0.132 -0.008
N 5.18777 0.80737 3.23280 0.027 0.051 -0.017
N 5.43073 1.27002 0.97757 -0.034 -0.021 0.025
C 2.60212 -0.95209 -0.04106 -0.674 0.201 -0.212
O 3.67170 -1.16955 -0.56910 0.324 0.030 0.068
O 2.06834 0.23465 0.07419 0.203 -0.034 -0.021
H 0.49739 -1.47981 2.00247 0.014 -0.028 0.048
H -0.26859 -2.26252 0.79761 0.019 -0.045 0.038
H 1.55470 -2.77213 -0.33191 0.026 0.062 -0.098
H 3.31377 -3.47633 1.01989 -0.032 -0.051 -0.036
H 1.85211 -3.64259 1.95988 0.060 -0.043 0.011
H 3.07258 -2.68425 3.62378 -0.075 0.007 0.036
H 2.75068 -1.14400 2.85404 0.040 0.013 0.005
H 5.13324 -2.88860 2.10602 0.087 -0.039 0.111
H 5.22129 -1.87656 3.51800 -0.033 0.042 -0.013
H 5.16342 -1.12632 0.68066 -0.075 0.036 -0.187
H 5.32230 0.13840 3.97243 0.022 -0.005 0.004
H 5.49380 1.74424 3.44254 -0.031 -0.006 0.013
H 5.30303 0.98700 0.01826 -0.056 -0.055 -0.037
H 5.46507 2.25858 1.15886 0.036 -0.018 0.047
Cl 2.46224 2.49102 -2.26429 0.038 -0.039 -0.064
Si 0.85611 2.77115 -1.04783 -0.168 -0.053 0.167
Cl 1.46925 3.98341 0.50793 0.027 0.064 -0.030
Cl -0.59030 3.73730 -2.09210 -0.059 0.058 -0.056
C -1.08312 0.59392 4.16617 -0.032 0.012 -0.049
S 0.44772 1.11085 3.41269 0.180 -0.066 0.027
C 0.56274 2.74412 4.10926 0.017 0.021 0.003
O 0.09970 1.38139 1.95191 -0.203 0.014 -0.289
H -0.93138 0.55314 5.24572 -0.014 0.001 -0.021
H -1.33164 -0.39786 3.79215 -0.004 0.004 0.018
H -1.86207 1.30851 3.90318 -0.022 -0.022 0.035
H 0.84317 2.64323 5.15818 -0.008 0.013 -0.013
H -0.39685 3.24950 4.00804 0.031 0.015 -0.021
H 1.33580 3.27328 3.55542 0.007 -0.007 0.019